No. 1
Molecular formula: CH12N2O4
Method: DFT, the ωB97M-V functional and the def2-TZVPD basis

```
! wB97M-V def2-TZVPD RIJCOSX def2/J DEFGRID3
* xyz 0 1
H -1.498 -1.316 -2.406
N -1.431 -0.800 -1.530
C -2.195 0.225 -1.530
N -2.254 1.103 -0.502
H -2.654 0.534 -2.471
H -1.697 0.954 0.331
H -2.428 2.061 -0.739
O 6.849 2.030 1.683
H 6.409 1.918 2.526
H 7.145 1.195 1.319
O -1.895 0.348 2.464
H -1.605 -0.573 2.342
H -2.825 0.238 2.196
O -1.607 -2.140 1.145
H -1.936 -1.809 0.290
H -2.011 -3.017 1.127
O 1.849 -0.554 -2.395
H 1.280 0.196 -2.164
H 2.504 -0.592 -1.687
*
```

As for the HOMO energy: -9.683 eV. Its SMILES is [H]/N=C/N.O.O.O.O. The value obtained for the LUMO energy is 0.7 eV.

***

No. 2
Molecular formula: CH12N2O5
Method: DFT, the ωB97M-V functional and the def2-TZVPD basis

```
! wB97M-V def2-TZVPD RIJCOSX def2/J DEFGRID3
* xyz 0 1
N 2.737 -0.205 1.857
C 2.004 -0.606 0.922
N 2.736 -0.854 -0.129
O 0.816 -0.954 0.976
H 3.741 -0.214 1.743
H 2.370 -0.256 2.796
H 2.416 -1.320 -0.966
H 3.685 -0.516 -0.199
O -2.086 2.302 0.846
H -2.827 2.027 1.386
H -1.386 2.483 1.473
O 0.207 0.217 -3.018
H 0.827 -0.471 -2.775
H -0.397 0.269 -2.277
O -1.404 -0.095 -0.578
H -0.707 -0.590 -0.147
H -1.614 0.608 0.037
O -3.955 -0.574 -0.948
H -4.146 -0.862 -0.055
H -3.016 -0.388 -0.944
*
```

As for the HOMO energy: -10.258 eV. Its SMILES is NC(N)=O.O.O.O.O. The value obtained for the LUMO energy is 0.2 eV.

***

No. 3
Molecular formula: CH12NO4
Method: DFT, the ωB97M-V functional and the def2-TZVPD basis

```
! wB97M-V def2-TZVPD RIJCOSX def2/J DEFGRID3
* xyz 1 1
C -0.120 -0.382 -2.772
N -0.729 -0.440 -1.640
H -0.504 -0.878 -3.626
H 0.795 0.196 -2.713
H -0.827 0.463 -1.055
H -1.309 -1.279 -1.568
H -0.846 -2.401 0.926
H 0.587 -2.479 1.194
O 0.018 -2.145 0.439
H -2.367 2.365 0.912
H -1.283 1.441 1.745
O -1.694 1.658 0.776
H 1.939 -0.085 0.298
H 2.595 0.415 -0.871
O 1.703 0.357 -0.560
H 1.467 1.249 2.528
H 0.384 0.854 3.626
O 0.622 0.820 2.683
*
```

As for the HOMO energy: -14.499 eV. The value obtained for the LUMO energy is -4.9 eV.

***

No. 4
Molecular formula: CH12NO5
Method: DFT, the ωB97M-V functional and the def2-TZVPD basis

```
! wB97M-V def2-TZVPD RIJCOSX def2/J DEFGRID3
* xyz -1 1
N 1.743 1.130 0.747
C 1.530 1.047 -0.669
O 0.366 0.396 -1.093
H 0.881 1.394 1.218
H 1.780 0.127 0.959
H 1.750 1.973 -1.273
H 2.316 0.317 -1.045
H -0.705 0.213 2.050
H -2.061 -0.110 1.647
O -1.538 -0.023 2.479
H 0.450 -2.279 0.289
H -0.477 -1.671 1.342
O 0.258 -2.285 1.241
H -0.788 1.043 -0.662
H -2.190 1.610 -0.867
O -1.648 1.496 -0.068
H 0.090 -1.074 -1.724
H -1.149 -1.541 -2.665
O -0.606 -1.764 -1.906
*
```

As for the HOMO energy: -4.687 eV. The value obtained for the LUMO energy is 3.9 eV.

***

No. 5
Molecular formula: CH12O4S
Method: DFT, the ωB97M-V functional and the def2-TZVPD basis

```
! wB97M-V def2-TZVPD RIJCOSX def2/J DEFGRID3
* xyz 1 2
C 3.073 -0.236 -2.642
S 4.074 -0.240 -1.069
H 3.368 0.664 -3.196
H 2.073 0.023 -2.318
H 3.416 -1.111 -3.187
H 5.198 0.209 -1.633
H -3.052 -2.869 2.028
H -3.914 -3.564 3.029
O -3.327 -2.803 2.936
H -2.270 -0.953 5.650
H -2.008 -1.528 4.294
O -1.559 -1.266 5.114
H -2.242 0.814 -0.518
H -2.843 -0.573 -0.399
O -2.022 -0.090 -0.321
H -3.196 5.404 -3.669
H -1.847 4.735 -3.668
O -2.698 4.701 -3.210
*
```

As for the HOMO energy (alpha / beta): -12.497 / -12.497 eV. The value obtained for the LUMO energy (alpha / beta) is -4.5 / -9.5 eV.

***

No. 6
Molecular formula: CH12O4S2
Method: DFT, the ωB97M-V functional and the def2-TZVPD basis

```
! wB97M-V def2-TZVPD RIJCOSX def2/J DEFGRID3
* xyz 0 1
C -1.941 0.162 -0.099
S -1.778 -1.157 1.105
S 0.709 1.223 -1.944
H -1.968 1.139 0.376
H -2.813 -0.007 -0.729
H -1.038 0.023 -0.745
H 1.318 1.042 -3.122
H -0.118 -2.562 0.215
H 1.300 -2.445 -0.383
O 0.545 -3.049 -0.275
H -0.031 -0.289 1.816
H 1.172 0.036 2.763
O 0.868 0.109 1.855
H -0.627 4.155 0.282
H 0.088 2.980 -0.419
O -0.467 3.198 0.332
H 2.066 -0.615 0.678
H 1.915 -0.276 -0.744
O 2.388 -0.898 -0.195
*
```

As for the HOMO energy: -9.219 eV. The value obtained for the LUMO energy is -5.3 eV.

***

No. 7
Molecular formula: CH12O4S2
Method: DFT, the ωB97M-V functional and the def2-TZVPD basis

```
! wB97M-V def2-TZVPD RIJCOSX def2/J DEFGRID3
* xyz 0 1
C -1.503 -0.007 0.396
S -2.675 -0.034 -0.998
S -1.987 -1.676 -2.102
H -0.492 0.119 0.057
H -1.841 0.836 1.000
H -1.668 -0.920 0.955
H -3.213 -2.213 -1.999
O 1.372 -2.488 -2.671
H 0.633 -1.909 -2.447
H 1.210 -3.289 -2.156
O 0.233 0.901 -2.653
H -0.095 1.086 -1.768
H 1.191 0.969 -2.593
O 1.257 2.824 3.769
H 1.526 3.603 4.257
H 0.686 3.056 3.035
O 1.681 -0.668 1.904
H 2.557 -0.267 1.856
H 1.129 0.079 2.161
*
```

As for the HOMO energy: -8.832 eV. Its SMILES is CSS.O.O.O.O. The value obtained for the LUMO energy is 0.1 eV.

***

No. 8
Molecular formula: CH12O7
Method: DFT, the ωB97M-V functional and the def2-TZVPD basis

```
! wB97M-V def2-TZVPD RIJCOSX def2/J DEFGRID3
* xyz 1 2
H -0.264 -0.250 -0.548
O 0.597 -1.086 -0.801
O -1.039 0.672 -0.359
H 1.353 -0.561 -1.211
H 0.896 -1.226 0.123
C -0.506 1.686 0.164
H -1.302 2.379 0.500
O 0.723 1.896 0.191
O -1.714 -2.576 -0.661
H -0.999 -2.524 -1.300
H -1.711 -1.806 -0.093
O 2.756 0.331 -1.626
H 3.371 0.106 -0.919
H 2.587 1.277 -1.542
O 1.703 -0.261 1.672
H 2.194 -0.743 2.346
H 1.898 0.672 1.797
O -3.832 0.646 0.970
H -3.783 0.833 0.028
H -2.927 0.536 1.267
*
```

As for the HOMO energy (alpha / beta): -14.510 / -14.506 eV. The value obtained for the LUMO energy (alpha / beta) is -4.9 / -10.2 eV.